Computed, not measured: a single C3H5N3O3 molecule, with the ωB97M-V functional and the def2-TZVPD basis.

Geometry (Å):
C: 0.64 -2.17 0.15
C: -0.60 1.22 0.22
C: 1.11 -0.03 -0.66
H: 1.48 -2.66 -0.51
H: -0.26 -2.90 0.24
H: 1.14 -2.34 1.21
H: -2.39 -0.32 -0.25
H: 2.72 -0.97 -1.03
N: 0.19 -0.88 -0.13
N: -0.74 -0.18 0.58
N: 2.33 0.03 -0.89
O: -2.03 -0.69 0.52
O: -1.29 2.15 0.56
O: 0.57 1.32 -0.43

The value obtained for the relative energy (zero: lowest compared OMol25 entry of this formula, charge and spin) is 101.8 kcal/mol. The lowest unoccupied orbital energy is 0.01405 hartree. The HOMO energy is -9.47 eV. For the HOMO-LUMO gap, the calculation gives 9.848 eV. The value obtained for the total energy is -13801.22342 eV.

Atomic partial charges in e from the natural (NBO) method, atoms 1 to 8: C -0.450; C 0.838; C 0.660; H 0.244; H 0.236; H 0.202; H 0.460; H 0.351